[1]
2 unconnected molecules or ions with the total composition C2H10N2O2 in a non-equilibrium geometry. Source: the Open Molecules 2025 dataset; level of theory: wB97M-V/def2-TZVPD.

## Properties
- Structure (SMILES): NCO.NCO
- Energy relative to the best compared isomer or geometry (same formula, charge and spin): 22.27 kcal per mole

Structure (ORCA input):
```
! RIJCOSX wB97M-V def2-TZVPD def2/J DEFGRID3
* xyz 0 1
N 2.78 -0.72 0.53
C 1.72 0.20 0.66
O 0.71 -0.07 1.69
H 2.47 -1.64 0.24
H 3.49 -0.71 1.24
H 2.11 1.16 0.99
H 1.16 0.28 -0.28
H 1.15 -0.60 2.35
N -2.69 -0.56 -1.31
C -1.83 0.63 -1.33
O -1.39 1.00 -0.03
H -2.13 -1.21 -0.77
H -3.46 -0.32 -0.69
H -1.00 0.55 -2.03
H -2.45 1.52 -1.54
H -0.63 0.49 0.28
*
```

[2]
A single C4H5NO molecule in a non-equilibrium geometry. Source: the Open Molecules 2025 dataset; level of theory: wB97M-V/def2-TZVPD.

## Properties
- Structure (SMILES): N#CCCC=O
- Energy relative to the best compared isomer or geometry (same formula, charge and spin): 19.45 kcal per mole

Structure (ORCA input):
```
! RIJCOSX wB97M-V def2-TZVPD def2/J DEFGRID3
* xyz 0 1
O -1.19 0.84 -1.21
C -0.01 1.03 -1.10
C 0.81 0.35 -0.02
C 0.09 -0.94 0.43
C -1.26 -0.63 0.93
N -2.29 -0.46 1.41
H 0.52 1.68 -1.81
H 0.87 1.01 0.86
H 1.85 0.23 -0.36
H 0.61 -1.43 1.25
H -0.02 -1.68 -0.38
*
```

[3]
A molecular structure, C30H80O38P2S10Zr in a non-equilibrium geometry. Source: the Open Molecules 2025 dataset; level of theory: wB97M-V/def2-TZVPD.

## Properties
- Energy relative to the best compared isomer or geometry (same formula, charge and spin): 14.73 kcal per mole

Structure (ORCA input):
```
! RIJCOSX wB97M-V def2-TZVPD def2/J DEFGRID3
* xyz -2 1
Zr -12.31 -17.01 10.07
P -14.53 -15.88 9.74
O -13.28 -15.21 10.34
O -14.30 -17.15 10.64
O -15.86 -15.19 9.62
O -13.74 -16.54 8.61
P -10.40 -17.67 11.66
O -9.33 -18.06 12.63
O -10.48 -18.10 10.15
O -10.79 -16.21 11.30
O -11.88 -18.04 11.83
O -10.25 -18.03 5.60
S -11.07 -18.63 6.61
O -11.74 -17.86 7.61
O -12.26 -19.44 5.85
C -11.91 -20.39 4.84
C -12.89 -20.29 3.69
C -10.15 -20.02 7.34
H -11.90 -21.38 5.31
H -10.88 -20.29 4.49
H -13.92 -20.38 4.03
H -12.76 -21.13 3.00
H -12.67 -19.37 3.15
H -10.90 -20.80 7.46
H -9.75 -19.69 8.30
H -9.44 -20.29 6.57
O -11.08 -13.02 13.82
S -10.91 -13.95 14.91
O -10.51 -13.50 16.21
O -12.32 -14.72 15.10
C -12.80 -15.43 13.97
C -14.29 -15.62 14.13
C -9.80 -15.24 14.40
H -12.33 -16.41 13.86
H -12.53 -14.96 13.02
H -14.64 -16.31 13.35
H -14.77 -14.65 13.98
H -14.53 -16.11 15.07
H -10.02 -15.67 13.42
H -9.83 -16.05 15.13
H -8.81 -14.79 14.34
O -10.34 -14.18 6.87
S -10.95 -14.30 8.17
O -11.07 -15.61 8.78
O -10.13 -13.31 9.15
C -10.50 -13.24 10.55
C -10.29 -11.79 10.99
C -12.53 -13.39 8.16
H -9.78 -13.88 11.05
H -11.49 -13.66 10.77
H -10.99 -11.12 10.48
H -9.30 -11.46 10.67
H -10.44 -11.61 12.05
H -13.26 -14.09 7.76
H -12.37 -12.47 7.62
H -12.83 -13.18 9.18
O -17.24 -16.53 3.80
S -16.19 -17.00 4.64
O -15.70 -18.34 4.55
O -14.93 -15.99 4.47
C -13.82 -16.25 5.33
C -12.62 -15.46 4.87
C -16.61 -16.61 6.37
H -13.55 -17.29 5.50
H -14.14 -15.91 6.32
H -11.64 -15.74 5.26
H -12.70 -14.37 4.93
H -12.59 -15.70 3.80
H -16.53 -15.52 6.37
H -15.84 -16.92 7.08
H -17.62 -16.95 6.58
O -16.57 -10.87 6.28
S -15.69 -11.91 6.80
O -15.12 -12.95 6.00
O -14.46 -11.19 7.60
C -14.71 -9.93 8.20
C -13.60 -9.60 9.19
C -16.40 -12.71 8.23
H -15.66 -9.87 8.73
H -14.67 -9.12 7.47
H -12.61 -9.82 8.79
H -13.66 -10.15 10.13
H -13.66 -8.54 9.44
H -17.24 -12.12 8.60
H -15.66 -12.83 9.01
H -16.78 -13.69 7.96
O -18.32 -19.78 11.46
S -18.48 -19.05 10.21
O -18.06 -19.67 8.99
O -20.05 -18.70 10.03
C -20.83 -18.34 11.16
C -21.39 -19.57 11.84
C -17.80 -17.40 10.42
H -21.68 -17.70 10.91
H -20.27 -17.78 11.91
H -22.21 -20.03 11.31
H -21.79 -19.30 12.83
H -20.58 -20.24 12.16
H -16.72 -17.49 10.42
H -18.06 -16.90 11.35
H -18.14 -16.80 9.58
O -15.63 -11.59 13.93
S -15.15 -11.31 12.59
O -16.05 -10.81 11.57
O -13.95 -10.21 12.70
C -13.20 -10.19 13.91
C -12.01 -9.24 13.89
C -14.15 -12.71 11.99
H -12.85 -11.17 14.25
H -13.87 -9.81 14.68
H -11.19 -9.81 13.43
H -11.73 -8.92 14.89
H -12.17 -8.35 13.28
H -13.71 -13.19 12.86
H -13.45 -12.25 11.31
H -14.82 -13.43 11.53
O -14.30 -18.73 15.41
S -14.85 -19.69 14.49
O -14.21 -20.98 14.26
O -16.34 -19.96 15.05
C -17.18 -20.93 14.43
C -18.59 -20.45 14.68
C -15.23 -18.98 12.89
H -17.06 -21.97 14.76
H -16.94 -21.01 13.36
H -18.75 -19.53 14.11
H -18.75 -20.19 15.73
H -19.33 -21.22 14.46
H -16.01 -18.24 13.07
H -15.55 -19.80 12.26
H -14.37 -18.48 12.44
O -13.00 -19.27 9.58
S -13.70 -20.39 9.01
O -12.98 -21.44 8.33
O -14.56 -21.09 10.20
C -15.20 -22.32 9.94
C -16.28 -22.55 10.98
C -15.04 -19.74 7.96
H -14.48 -23.15 9.93
H -15.71 -22.34 8.97
H -16.79 -23.50 10.81
H -17.11 -21.85 10.89
H -15.92 -22.40 12.00
H -14.62 -19.45 7.00
H -15.48 -18.90 8.50
H -15.80 -20.49 7.78
O -18.74 -15.43 13.97
S -19.14 -14.50 12.95
O -19.98 -14.85 11.84
O -19.86 -13.25 13.73
C -19.26 -12.80 14.97
C -19.23 -11.28 14.84
C -17.71 -13.59 12.31
H -18.29 -13.24 15.16
H -19.90 -13.12 15.79
H -20.22 -10.87 14.66
H -18.51 -10.93 14.10
H -18.99 -10.80 15.79
H -18.12 -12.70 11.85
H -17.25 -14.33 11.64
H -17.19 -13.37 13.23
*
```

[4]
A single C21H25N5O4S molecule in a non-equilibrium geometry. Source: the Open Molecules 2025 dataset; level of theory: wB97M-V/def2-TZVPD.

## Properties
- Structure (SMILES): COc1ccc(N(CC(=O)NCc2cccnc2)S(=O)(=O)c2c(C)nn(C)c2C)cc1
- Energy relative to the best compared isomer or geometry (same formula, charge and spin): 47.22 kcal per mole

Structure (ORCA input):
```
! RIJCOSX wB97M-V def2-TZVPD def2/J DEFGRID3
* xyz 0 1
C 4.95 -5.63 1.23
H 5.94 -6.02 1.00
O 4.81 -4.47 0.45
C 3.64 -3.77 0.51
C 3.55 -2.66 -0.32
C 2.41 -1.88 -0.33
C 1.33 -2.20 0.49
C 1.41 -3.32 1.30
C 2.56 -4.10 1.32
H 2.59 -4.97 1.97
H 0.58 -3.61 1.92
N 0.19 -1.37 0.43
S -0.82 -1.71 -0.91
O 0.03 -2.05 -2.01
O -1.82 -2.67 -0.51
C -1.56 -0.15 -1.17
C -2.80 0.29 -0.73
N -2.92 1.55 -1.19
N -1.86 1.94 -1.89
C -1.01 0.93 -1.90
C 0.30 0.98 -2.59
H 0.27 1.71 -3.39
H 0.54 -0.01 -2.98
H 1.08 1.27 -1.89
C -4.03 2.44 -0.99
H -3.69 3.45 -1.23
H -4.86 2.17 -1.65
H -4.36 2.40 0.04
C -3.83 -0.38 0.09
H -3.77 -0.03 1.12
H -3.65 -1.46 0.07
H -4.83 -0.18 -0.30
C -0.60 -1.15 1.63
C -0.84 0.35 1.87
O -1.84 0.77 2.39
N 0.22 1.11 1.52
H 0.95 0.68 0.99
C 0.28 2.53 1.81
C -0.10 3.38 0.63
C 0.80 3.67 -0.39
C 0.38 4.44 -1.46
C -0.92 4.91 -1.47
N -1.78 4.65 -0.50
C -1.39 3.90 0.51
H -2.13 3.71 1.27
H -1.29 5.52 -2.28
H 1.06 4.67 -2.27
H 1.81 3.29 -0.34
H -0.42 2.71 2.63
H 1.30 2.77 2.13
H -1.56 -1.66 1.56
H -0.07 -1.52 2.51
H 2.33 -1.03 -0.98
H 4.38 -2.42 -0.96
H 4.20 -6.38 0.96
H 4.88 -5.40 2.30
*
```

[5]
A molecular structure, C30H62O5P2PdS2Si. Source: the Open Molecules 2025 dataset; level of theory: wB97M-V/def2-TZVPD.

## Properties
- Energy relative to the best compared isomer or geometry (same formula, charge and spin): 28.15 kcal per mole

Structure (ORCA input):
```
! RIJCOSX wB97M-V def2-TZVPD def2/J DEFGRID3
* xyz -2 1
Pd -0.64 0.03 0.56
C -2.36 -3.96 2.14
C -3.51 -4.41 1.25
C -4.57 -3.31 1.12
O -3.02 -4.89 -0.01
P -2.77 -4.00 -1.37
S -4.48 -3.79 -2.35
S -1.69 -2.42 -0.92
O -1.94 -5.13 -2.18
C -0.79 -5.88 -1.78
C -1.26 -7.21 -1.21
C 0.17 -5.17 -0.84
H -2.72 -3.82 3.17
H -1.95 -3.02 1.78
H -1.57 -4.72 2.15
H -3.99 -5.29 1.69
H -4.13 -2.43 0.65
H -4.91 -3.04 2.13
H -5.41 -3.64 0.52
H -0.27 -6.07 -2.72
H -1.82 -7.02 -0.28
H -0.41 -7.86 -0.99
H -1.93 -7.72 -1.91
H -0.29 -5.01 0.13
H 0.47 -4.20 -1.24
H 1.06 -5.80 -0.72
O -0.76 2.01 -1.09
P -1.25 2.95 -0.04
C -3.10 2.93 0.13
C -3.63 1.88 1.13
C -3.54 0.43 0.63
C -3.92 0.30 -0.86
C -4.69 1.52 -1.33
C -3.79 2.76 -1.26
C -0.60 2.68 1.65
C -1.14 3.66 2.73
C -0.03 4.51 3.33
C 1.07 3.65 3.97
C 1.30 2.33 3.19
C 0.94 2.50 1.72
C -0.93 4.75 -0.41
C 0.55 5.13 -0.56
C 1.23 4.37 -1.72
C 0.28 4.27 -2.93
C -0.77 5.38 -2.91
C -1.68 5.28 -1.66
H -3.35 3.92 0.53
H -4.68 2.13 1.32
H -3.12 1.97 2.09
H -4.19 -0.18 1.25
H -2.49 0.05 0.79
H -4.47 -0.62 -1.04
H -3.01 0.22 -1.46
H -5.60 1.67 -0.72
H -5.03 1.39 -2.36
H -4.36 3.66 -1.51
H -3.03 2.62 -2.03
H -1.00 1.65 1.86
H -1.61 3.08 3.53
H -1.92 4.31 2.32
H -0.45 5.20 4.06
H 0.41 5.13 2.54
H 0.79 3.42 5.01
H 1.99 4.23 4.02
H 0.68 1.53 3.61
H 2.34 2.01 3.29
H 1.26 1.64 1.13
H 1.48 3.36 1.33
H -1.33 5.25 0.47
H 1.10 4.97 0.36
H 0.59 6.21 -0.75
H 1.51 3.37 -1.39
H 2.15 4.89 -1.99
H -0.21 3.29 -2.91
H 0.86 4.31 -3.86
H -1.38 5.34 -3.81
H -0.26 6.35 -2.92
H -2.53 4.65 -1.90
H -2.08 6.27 -1.44
C 0.80 -1.99 1.64
C 0.55 -1.57 3.06
C 1.59 -2.00 4.07
O -0.40 -0.92 3.43
H 1.70 -2.60 1.58
H 0.96 -1.10 0.96
H -0.06 -2.52 1.22
H 1.68 -3.09 4.08
H 1.33 -1.64 5.07
H 2.57 -1.60 3.77
C 3.42 1.27 -2.48
Si 2.98 -0.17 -1.31
C 4.69 -0.91 -0.88
C 2.17 -1.47 -2.41
O 2.16 0.26 -0.03
H 4.14 0.96 -3.25
H 3.84 2.11 -1.93
H 2.51 1.63 -2.99
H 5.26 -1.20 -1.78
H 4.57 -1.82 -0.26
H 5.30 -0.20 -0.30
H 2.49 -1.39 -3.46
H 1.08 -1.35 -2.38
H 2.39 -2.48 -2.06
*
```

[6]
2 unconnected molecules or ions with the total composition C2H5FS in a non-equilibrium geometry. Source: the Open Molecules 2025 dataset; level of theory: wB97M-V/def2-TZVPD.

## Properties
- Energy relative to the best compared isomer or geometry (same formula, charge and spin): 77.88 kcal per mole

Structure (ORCA input):
```
! RIJCOSX wB97M-V def2-TZVPD def2/J DEFGRID3
* xyz 0 1
C 1.42 -0.04 -0.32
C -0.83 -0.36 0.48
F -1.24 -1.13 -0.53
S -1.53 1.14 0.72
H 1.03 -0.50 -1.22
H 2.07 -0.59 0.42
H 1.19 1.01 -0.14
H -0.67 -1.02 1.25
H -1.44 1.49 -0.65
*
```

[7]
A molecular structure, C6H16Br3N5O10 in a non-equilibrium geometry. Source: the Open Molecules 2025 dataset; level of theory: wB97M-V/def2-TZVPD.

## Properties
- Energy relative to the best compared isomer or geometry (same formula, charge and spin): 4.05 kcal per mole

Structure (ORCA input):
```
! RIJCOSX wB97M-V def2-TZVPD def2/J DEFGRID3
* xyz 0 1
C 7.38 4.22 12.34
N 8.40 3.36 13.01
O 9.25 3.90 13.67
O 8.30 2.17 12.84
H 6.90 3.62 11.58
H 7.87 5.12 11.99
H 6.63 4.42 13.11
C 12.35 5.92 17.58
N 11.96 4.66 16.91
O 10.88 4.61 16.36
O 12.76 3.75 16.99
H 12.68 5.77 18.61
H 11.48 6.57 17.60
H 13.14 6.37 17.00
C 10.20 7.47 8.94
N 10.44 8.45 10.03
O 11.30 9.29 9.85
O 9.79 8.33 11.06
H 10.38 8.01 8.01
H 9.19 7.10 9.06
H 10.87 6.63 9.06
C 11.83 1.89 14.12
N 12.15 0.66 13.36
O 12.23 0.73 12.16
O 12.24 -0.37 13.99
H 12.52 2.04 14.94
H 10.87 1.73 14.60
H 11.78 2.70 13.40
C 16.70 6.99 15.76
N 16.36 6.88 17.20
O 16.90 7.62 17.97
O 15.58 6.02 17.52
H 17.75 6.72 15.68
H 16.58 8.02 15.42
H 16.01 6.39 15.17
C 12.31 5.69 13.52
Br 13.99 4.79 13.94
Br 12.10 5.86 11.59
Br 12.07 7.43 14.40
H 11.48 5.09 13.86
*
```

[8]
A single C3H4N2O3 molecule in a non-equilibrium geometry. Source: the Open Molecules 2025 dataset; level of theory: wB97M-V/def2-TZVPD.

## Properties
- Structure (SMILES): [H]/N=c1\occ(O)n1O
- Energy relative to the best compared isomer or geometry (same formula, charge and spin): 101.68 kcal per mole

Structure (ORCA input):
```
! RIJCOSX wB97M-V def2-TZVPD def2/J DEFGRID3
* xyz 0 1
C -0.02 -0.40 1.15
C 1.33 -0.69 0.81
C 0.27 -0.26 -1.06
H -1.26 0.61 2.02
H 2.31 -0.83 1.39
H 0.70 0.52 -2.73
H -1.45 1.37 -0.88
N -0.11 0.41 -2.13
N -0.76 -0.35 -0.13
O -0.70 -0.20 2.33
O 1.37 -0.78 -0.60
O -1.68 0.61 -0.19
*
```

[9]
A molecular structure, CH4N2OSn in a non-equilibrium geometry. Source: the Open Molecules 2025 dataset; level of theory: wB97M-V/def2-TZVPD.

## Properties
- Expectation value of S²: 0.75
- Energy relative to the best compared isomer or geometry (same formula, charge and spin): 0.00 kcal per mole

Structure (ORCA input):
```
! RIJCOSX wB97M-V def2-TZVPD def2/J DEFGRID3
* xyz 1 2
Sn 7.34 -2.88 22.68
C 6.97 -0.85 25.95
O 6.99 -1.96 25.48
N 7.47 0.19 25.31
N 6.46 -0.53 27.13
H 7.97 -0.01 24.46
H 7.31 1.15 25.59
H 5.92 -1.29 27.53
H 6.23 0.42 27.37
*
```

[10]
A gas-phase ion, C5H13N3O (charge +2) in a non-equilibrium geometry. Source: the Open Molecules 2025 dataset; level of theory: wB97M-V/def2-TZVPD.

## Properties
- Structure (SMILES): [NH3+]C/C=C/[C@@H]([NH3+])/N=C\O
- Energy relative to the best compared isomer or geometry (same formula, charge and spin): 82.36 kcal per mole

Structure (ORCA input):
```
! RIJCOSX wB97M-V def2-TZVPD def2/J DEFGRID3
* xyz 2 1
C 2.29 -0.45 -0.50
C 1.07 0.19 0.25
C -0.05 0.66 -0.31
C -1.49 1.02 0.32
C -2.71 -1.05 0.02
N -2.61 0.21 -0.05
N -1.66 2.49 -0.24
N 3.08 -1.48 0.36
O -1.67 -1.79 0.47
H 2.97 0.30 -0.66
H 2.07 -0.84 -1.40
H 1.04 -0.01 1.38
H 0.04 0.62 -1.44
H -1.34 0.95 1.47
H -3.58 -1.46 -0.25
H -2.23 2.97 0.50
H -2.03 2.39 -1.23
H -0.78 3.01 -0.20
H 3.03 -1.07 1.32
H 3.89 -1.71 -0.19
H 2.47 -2.25 0.25
H -1.81 -2.70 0.13
*
```

[11]
A single C2H3N3OS molecule in a non-equilibrium geometry. Source: the Open Molecules 2025 dataset; level of theory: wB97M-V/def2-TZVPD.

## Properties
- Structure (SMILES): [H]/N=c1/nc(S)[nH]o1
- Energy relative to the best compared isomer or geometry (same formula, charge and spin): 53.41 kcal per mole

Structure (ORCA input):
```
! RIJCOSX wB97M-V def2-TZVPD def2/J DEFGRID3
* xyz 0 1
C -0.40 -0.46 0.79
C 0.02 0.77 -0.99
H -1.32 0.29 2.68
H 1.10 1.47 -2.18
H 1.44 -1.50 0.31
N -0.81 0.54 0.11
N 0.19 1.73 -1.74
N 0.45 -1.36 0.03
O 0.66 -0.45 -1.18
S -1.32 -1.03 2.16
*
```

[12]
3 unconnected molecules or ions with the total composition C10H20N6O7PS2 in a non-equilibrium geometry. Source: the Open Molecules 2025 dataset; level of theory: wB97M-V/def2-TZVPD.

## Properties
- Energy relative to the best compared isomer or geometry (same formula, charge and spin): 34.35 kcal per mole

Structure (ORCA input):
```
! RIJCOSX wB97M-V def2-TZVPD def2/J DEFGRID3
* xyz -1 1
N -0.44 1.90 0.64
P -1.90 0.97 0.29
O -3.20 2.11 0.48
C -2.11 -0.48 1.57
N -1.75 0.10 2.91
C -2.67 0.85 3.41
S -3.89 1.33 4.47
C -3.63 -0.97 1.41
O -4.32 -1.56 2.29
O -4.22 -0.70 0.17
N -1.11 -1.50 1.14
S -1.67 -3.13 1.29
C 0.24 -1.30 1.72
O 0.44 -1.99 3.01
N 1.56 -1.44 3.59
O 1.25 -0.52 4.30
H -0.23 1.83 1.66
H 0.38 1.57 0.12
H -2.78 2.99 0.31
H -1.74 -3.59 -0.03
H 0.57 -0.21 1.79
H 0.98 -1.80 0.99
C -3.06 1.06 -4.18
C -1.79 0.41 -3.71
O -1.11 0.88 -2.81
N -1.40 -0.74 -4.33
C -2.05 -1.45 -5.40
H -3.24 1.97 -3.59
H -2.98 1.34 -5.23
H -3.91 0.39 -4.03
H -0.53 -1.12 -3.96
H -2.28 -2.46 -5.06
H -1.36 -1.51 -6.25
H -2.97 -0.96 -5.72
C 4.22 1.77 2.31
C 3.75 1.00 1.10
O 2.67 1.22 0.57
N 4.57 0.04 0.59
C 5.88 -0.36 1.06
H 3.46 2.49 2.60
H 4.38 1.08 3.14
H 5.14 2.31 2.08
H 4.19 -0.42 -0.22
H 6.60 -0.21 0.25
H 5.84 -1.42 1.31
H 6.20 0.21 1.93
*
```